Molecular formula: C40H45BrHfN6O2Se
Method: DFT, ωB97M-V/def2-TZVPD

```
! RIJCOSX wB97M-V def2-TZVPD def2/J DEFGRID3
* xyz 2 1
Hf 0.142 -0.105 0.845
C -2.134 -1.172 0.924
C -1.636 -1.147 2.255
C -1.430 0.240 2.583
C -1.787 1.014 1.418
C -2.253 0.133 0.400
C -2.959 0.477 -0.903
C -3.288 1.971 -0.992
C -2.083 0.058 -2.095
C -4.290 -0.289 -0.965
C -0.951 0.965 3.846
C -1.509 2.402 3.871
C 0.603 1.044 3.793
C -1.428 0.340 5.164
C -1.624 -2.431 3.092
C -1.732 -3.685 2.206
C -0.332 -2.597 3.925
C -2.891 -2.434 3.968
H -2.525 -2.053 0.442
H -1.953 2.079 1.425
H -2.402 2.605 -1.017
H -3.904 2.274 -0.146
H -3.854 2.162 -1.903
H -1.090 0.526 -2.062
H -2.560 0.356 -3.029
H -1.948 -1.024 -2.120
H -4.896 -0.070 -0.086
H -4.139 -1.366 -1.018
H -4.847 0.016 -1.850
H -1.065 3.045 3.109
H -1.300 2.851 4.841
H -2.591 2.392 3.742
H 0.908 2.028 3.440
H 1.040 0.271 3.130
H 1.039 0.910 4.783
H -2.517 0.349 5.202
H -1.071 0.952 5.992
H -1.075 -0.671 5.325
H -0.968 -3.708 1.430
H -2.718 -3.781 1.749
H -1.586 -4.563 2.835
H 0.156 -1.651 4.146
H 0.389 -3.211 3.387
H -0.553 -3.100 4.866
H -3.765 -2.223 3.351
H -2.854 -1.695 4.761
H -3.026 -3.412 4.428
C 2.708 3.830 0.416
C 2.008 2.816 1.042
N 0.873 2.297 0.562
C 0.422 2.824 -0.603
C 1.035 3.872 -1.293
C 2.213 4.384 -0.751
C 0.369 4.571 -2.430
C 0.215 4.389 -3.750
C 0.706 3.481 -4.807
C 0.606 4.008 -6.099
C 1.028 3.236 -7.164
N 1.503 2.012 -6.981
C 1.564 1.586 -5.742
N 1.197 2.248 -4.636
H 3.624 4.197 0.856
H 2.375 2.413 1.978
H -0.520 2.431 -0.971
H 2.717 5.215 -1.227
H -0.085 5.488 -2.065
H -0.367 5.177 -4.213
H 0.215 5.002 -6.265
H 0.981 3.591 -8.187
H 1.953 0.584 -5.599
Se 1.812 0.414 -1.797
N 2.098 0.066 -0.056
C 3.412 -0.005 0.171
C 4.047 -0.229 1.411
C 5.412 -0.259 1.441
C 6.196 -0.070 0.270
C 5.618 0.139 -0.944
C 4.202 0.193 -1.021
N 3.510 0.456 -2.124
H 3.458 -0.406 2.303
H 5.919 -0.434 2.381
H 7.273 -0.100 0.361
H 6.197 0.275 -1.846
Br 0.026 -6.830 -2.505
C 0.946 -5.762 -1.254
C 2.036 -6.266 -0.541
N 2.675 -5.559 0.380
C 2.275 -4.329 0.645
C 1.214 -3.732 -0.039
C 0.533 -4.469 -1.009
C 0.801 -2.374 0.281
O 1.077 -1.835 1.408
O 0.141 -1.650 -0.545
H 2.395 -7.273 -0.718
H 2.813 -3.794 1.418
H -0.323 -4.051 -1.523
*
```

Computed properties:
calculated total energy = -7053.2711 Ha
max |F| = 1.898 eV/Å
M = 979.19 Da
HOMO = -13.981 eV
orbital gap = 0.2625 hartree

Molecular formula: C75H91F5N4O4
Method: DFT, ωB97M-V/def2-TZVPD

```
! RIJCOSX wB97M-V def2-TZVPD def2/J DEFGRID3
* xyz 0 1
C -2.049 -1.391 -1.251
C -2.197 -1.315 0.062
C -1.226 -0.774 1.093
C -2.039 -0.606 2.387
C -1.225 -0.320 3.655
C -1.822 0.859 4.438
C -1.249 1.038 5.824
F -1.017 -0.131 6.445
F -2.132 1.732 6.589
C 0.071 1.838 5.854
F 1.060 1.073 5.427
F 0.362 2.244 7.079
F -0.002 2.914 5.083
O -0.096 -1.609 1.390
C -0.075 -2.987 1.117
C 1.155 -3.484 1.904
N 1.436 -4.897 1.631
O -1.257 -3.662 1.456
C -1.534 -3.872 2.830
C -1.258 -5.292 3.301
C -2.253 -5.710 4.378
C 0.188 -3.288 -0.364
C -0.669 -4.097 -1.125
C -0.423 -4.295 -2.490
C 0.678 -3.697 -3.118
C 1.554 -2.913 -2.359
C 1.296 -2.716 -0.998
C -0.636 0.601 0.558
C -1.556 1.799 0.749
C -2.874 1.765 -0.031
O -3.993 1.529 0.827
N 0.728 0.819 1.107
C 0.926 1.979 1.966
C 2.296 1.949 2.656
C 2.559 3.175 3.475
N 2.266 4.420 2.810
O 3.033 3.136 4.568
C 1.740 0.709 0.106
N 1.920 1.899 -0.757
C 2.803 1.538 -1.880
H -1.101 -1.200 -1.735
H -2.888 -1.663 -1.874
H -3.116 -1.721 0.469
H -2.841 0.111 2.247
H -2.532 -1.568 2.525
H -0.168 -0.180 3.446
H -1.299 -1.169 4.326
H -1.755 1.795 3.895
H -2.880 0.647 4.582
H 1.058 -3.266 2.964
H 1.973 -2.858 1.554
H 2.219 -4.972 0.997
H 1.741 -5.347 2.484
H -2.605 -3.699 2.953
H -1.039 -3.148 3.475
H -0.257 -5.386 3.714
H -1.337 -5.971 2.456
H -2.239 -5.019 5.219
H -2.034 -6.708 4.748
H -3.269 -5.726 3.985
H -1.540 -4.557 -0.692
H -1.094 -4.897 -3.088
H 0.867 -3.825 -4.174
H 2.415 -2.435 -2.799
H 1.965 -2.088 -0.426
H -0.505 0.494 -0.517
H -1.827 1.984 1.784
H -1.027 2.687 0.411
H -3.039 2.747 -0.474
H -2.843 1.061 -0.858
H -4.500 0.794 0.475
H 0.179 2.027 2.751
H 0.884 2.914 1.404
H 2.399 1.070 3.285
H 3.104 1.922 1.922
H 3.087 5.007 2.925
H 1.533 4.892 3.332
H 1.508 -0.128 -0.545
H 2.697 0.457 0.577
H 2.414 2.597 -0.211
H 3.506 2.328 -2.123
H 3.400 0.655 -1.630
H 2.195 1.293 -2.746
C 0.502 2.603 -6.244
C 0.626 2.447 -4.870
C -0.326 1.732 -4.162
C -1.403 1.168 -4.827
C -1.527 1.312 -6.202
C -0.574 2.033 -6.911
H 1.245 3.166 -6.795
H 1.465 2.889 -4.347
H -0.231 1.625 -3.086
H -2.144 0.621 -4.259
H -2.369 0.870 -6.721
H -0.672 2.152 -7.982
C 0.580 5.384 9.431
C 0.445 6.415 10.350
C -0.798 6.996 10.562
C -1.905 6.541 9.859
C -1.769 5.507 8.942
C -0.526 4.930 8.726
H 1.549 4.931 9.265
H 1.310 6.764 10.901
H -0.904 7.802 11.276
H -2.875 6.992 10.027
H -2.633 5.151 8.395
H -0.415 4.129 8.010
C -1.506 -3.684 -7.358
C -2.054 -3.503 -6.095
C -3.099 -4.310 -5.669
C -3.593 -5.302 -6.504
C -3.045 -5.485 -7.766
C -2.003 -4.674 -8.194
H -0.692 -3.052 -7.690
H -1.664 -2.732 -5.441
H -3.529 -4.165 -4.686
H -4.407 -5.933 -6.169
H -3.429 -6.260 -8.417
H -1.578 -4.814 -9.179
C 7.779 5.734 -0.920
C 7.025 5.279 -1.993
C 5.959 4.417 -1.775
C 5.645 4.016 -0.484
C 6.397 4.472 0.589
C 7.466 5.330 0.370
H 8.611 6.405 -1.090
H 7.267 5.597 -2.999
H 5.371 4.058 -2.610
H 4.811 3.346 -0.315
H 6.152 4.159 1.596
H 8.056 5.683 1.206
C 6.182 4.989 11.342
C 5.584 6.229 11.520
C 4.651 6.688 10.601
C 4.312 5.904 9.506
C 4.908 4.663 9.329
C 5.845 4.207 10.245
H 6.910 4.631 12.058
H 5.845 6.837 12.376
H 4.187 7.657 10.737
H 3.582 6.261 8.791
H 4.641 4.052 8.476
H 6.312 3.240 10.106
C 5.629 1.956 -5.000
C 4.333 1.928 -5.494
C 3.811 0.751 -6.016
C 4.587 -0.400 -6.035
C 5.883 -0.373 -5.537
C 6.405 0.805 -5.022
H 6.038 2.874 -4.598
H 3.727 2.825 -5.473
H 2.801 0.733 -6.404
H 4.180 -1.318 -6.438
H 6.486 -1.272 -5.552
H 7.417 0.827 -4.638
C -4.326 -9.225 -8.598
C -4.442 -10.410 -9.310
C -5.693 -10.973 -9.522
C -6.829 -10.347 -9.028
C -6.713 -9.160 -8.318
C -5.462 -8.600 -8.101
H -3.350 -8.788 -8.430
H -3.557 -10.896 -9.699
H -5.783 -11.900 -10.074
H -7.804 -10.784 -9.196
H -7.599 -8.671 -7.934
H -5.372 -7.677 -7.543
C -7.261 -0.245 -2.089
C -5.879 -0.135 -2.138
C -5.271 0.442 -3.246
C -6.044 0.928 -4.290
C -7.427 0.828 -4.233
C -8.035 0.236 -3.136
H -7.738 -0.702 -1.231
H -5.265 -0.507 -1.326
H -4.191 0.506 -3.291
H -5.567 1.379 -5.150
H -8.030 1.207 -5.048
H -9.113 0.150 -3.094
*
```

Computed properties:
calculated total energy = -3931.7235 Ha
max |F| = 0.976 eV/Å
structure (SMILES) = C=C[C@@](CCCC(F)(F)C(F)(F)F)(O[C@@](CN)(OCCC)c1ccccc1)[C@@H](CCO)N(CCC(N)=O)CNC.c1ccccc1.c1ccccc1.c1ccccc1.c1ccccc1.c1ccccc1.c1ccccc1.c1ccccc1.c1ccccc1
M = 1207.57 Da
HOMO = -8.433 eV
orbital gap = 0.3282 hartree

HOMO of number 2 (C75H91F5N4O4)? -8.433 eV

Repeat the first record exactly.
Molecular formula: C40H45BrHfN6O2Se
Method: DFT, ωB97M-V/def2-TZVPD

```
! RIJCOSX wB97M-V def2-TZVPD def2/J DEFGRID3
* xyz 2 1
Hf 0.142 -0.105 0.845
C -2.134 -1.172 0.924
C -1.636 -1.147 2.255
C -1.430 0.240 2.583
C -1.787 1.014 1.418
C -2.253 0.133 0.400
C -2.959 0.477 -0.903
C -3.288 1.971 -0.992
C -2.083 0.058 -2.095
C -4.290 -0.289 -0.965
C -0.951 0.965 3.846
C -1.509 2.402 3.871
C 0.603 1.044 3.793
C -1.428 0.340 5.164
C -1.624 -2.431 3.092
C -1.732 -3.685 2.206
C -0.332 -2.597 3.925
C -2.891 -2.434 3.968
H -2.525 -2.053 0.442
H -1.953 2.079 1.425
H -2.402 2.605 -1.017
H -3.904 2.274 -0.146
H -3.854 2.162 -1.903
H -1.090 0.526 -2.062
H -2.560 0.356 -3.029
H -1.948 -1.024 -2.120
H -4.896 -0.070 -0.086
H -4.139 -1.366 -1.018
H -4.847 0.016 -1.850
H -1.065 3.045 3.109
H -1.300 2.851 4.841
H -2.591 2.392 3.742
H 0.908 2.028 3.440
H 1.040 0.271 3.130
H 1.039 0.910 4.783
H -2.517 0.349 5.202
H -1.071 0.952 5.992
H -1.075 -0.671 5.325
H -0.968 -3.708 1.430
H -2.718 -3.781 1.749
H -1.586 -4.563 2.835
H 0.156 -1.651 4.146
H 0.389 -3.211 3.387
H -0.553 -3.100 4.866
H -3.765 -2.223 3.351
H -2.854 -1.695 4.761
H -3.026 -3.412 4.428
C 2.708 3.830 0.416
C 2.008 2.816 1.042
N 0.873 2.297 0.562
C 0.422 2.824 -0.603
C 1.035 3.872 -1.293
C 2.213 4.384 -0.751
C 0.369 4.571 -2.430
C 0.215 4.389 -3.750
C 0.706 3.481 -4.807
C 0.606 4.008 -6.099
C 1.028 3.236 -7.164
N 1.503 2.012 -6.981
C 1.564 1.586 -5.742
N 1.197 2.248 -4.636
H 3.624 4.197 0.856
H 2.375 2.413 1.978
H -0.520 2.431 -0.971
H 2.717 5.215 -1.227
H -0.085 5.488 -2.065
H -0.367 5.177 -4.213
H 0.215 5.002 -6.265
H 0.981 3.591 -8.187
H 1.953 0.584 -5.599
Se 1.812 0.414 -1.797
N 2.098 0.066 -0.056
C 3.412 -0.005 0.171
C 4.047 -0.229 1.411
C 5.412 -0.259 1.441
C 6.196 -0.070 0.270
C 5.618 0.139 -0.944
C 4.202 0.193 -1.021
N 3.510 0.456 -2.124
H 3.458 -0.406 2.303
H 5.919 -0.434 2.381
H 7.273 -0.100 0.361
H 6.197 0.275 -1.846
Br 0.026 -6.830 -2.505
C 0.946 -5.762 -1.254
C 2.036 -6.266 -0.541
N 2.675 -5.559 0.380
C 2.275 -4.329 0.645
C 1.214 -3.732 -0.039
C 0.533 -4.469 -1.009
C 0.801 -2.374 0.281
O 1.077 -1.835 1.408
O 0.141 -1.650 -0.545
H 2.395 -7.273 -0.718
H 2.813 -3.794 1.418
H -0.323 -4.051 -1.523
*
```

Computed properties:
calculated total energy = -7053.2711 Ha
max |F| = 1.898 eV/Å
M = 979.19 Da
HOMO = -13.981 eV
orbital gap = 0.2625 hartree

Look up the calculated total energy of the first one. -7053.2711 Ha

Among the records above, which one has the lowest M? C40H45BrHfN6O2Se